The following is a DFT calculation (ωB97M-V with the def2-TZVPD basis set) of C24H67AlN6O10 as an isolated structure.

CARTESIAN COORDINATES (ANGSTROEM)
Al  1.710  -1.510  -2.146
O  5.088  4.365  1.362
O  -1.465  0.080  1.505
O  -6.700  -0.537  0.504
O  -0.751  -0.094  4.318
O  1.569  -2.780  0.694
O  -4.643  4.148  -0.790
O  -0.267  1.641  0.588
O  -0.022  -0.352  -0.016
O  -0.929  -2.945  -1.813
O  2.411  0.518  -4.432
N  -0.608  0.453  0.705
N  2.378  1.947  1.794
N  1.388  -4.578  -2.757
N  3.272  -0.522  0.268
N  1.388  1.553  -1.809
N  -4.361  -0.545  2.000
C  -4.117  -2.918  1.914
C  -1.012  -4.331  -2.333
C  -0.220  -6.240  -3.723
C  -8.095  -0.506  0.231
C  -3.206  2.191  -0.739
C  0.420  -3.493  1.197
C  0.975  2.084  -3.046
C  4.395  -0.889  2.280
C  2.558  -2.472  1.664
C  6.470  4.569  1.664
C  2.181  1.928  -4.129
C  -2.085  -2.588  -1.001
C  -6.272  -1.733  1.061
C  -3.926  3.230  -1.626
C  2.976  3.252  1.612
C  4.517  3.148  1.849
C  3.726  -1.587  1.112
C  3.232  0.433  -5.594
C  0.201  0.913  4.193
C  0.674  3.554  -2.719
C  -0.451  2.292  3.897
C  2.295  4.304  2.503
C  -4.738  -1.710  1.251
C  0.067  -4.770  -3.375
H  3.677  -0.307  2.857
H  2.716  0.880  -6.444
H  -1.953  -4.408  -2.877
H  2.090  -4.842  -3.434
H  -8.673  -0.746  1.124
H  4.971  -1.533  2.945
H  4.104  -0.039  -0.036
H  1.277  4.618  2.273
H  -1.154  2.569  4.683
H  3.403  -0.607  -5.871
H  -3.872  1.470  -0.266
H  -2.463  1.670  -1.343
H  2.897  0.202  0.864
H  5.087  -0.104  1.976
H  -3.379  -0.322  1.917
H  -1.086  -5.018  -1.489
H  4.417  -2.262  0.608
H  1.969  2.565  -4.988
H  -6.514  -2.595  0.439
H  2.841  3.619  0.595
H  -0.041  3.694  -1.908
H  4.194  0.925  -5.449
H  -4.389  -1.528  0.234
H  4.773  3.078  2.906
H  -4.515  -3.081  2.915
H  4.972  2.252  1.425
H  1.556  4.103  -2.390
H  6.914  4.494  2.657
H  -4.720  2.734  -2.184
H  1.477  -5.381  -2.151
H  2.196  2.011  -1.411
H  -8.470  0.461  -0.104
H  0.989  0.699  3.471
H  6.810  5.531  1.280
H  -8.373  -1.167  -0.590
H  0.682  1.768  -1.119
H  -3.016  -2.640  -1.565
H  -1.174  -0.290  3.478
H  0.244  3.130  3.861
H  2.013  -1.920  2.430
H  7.064  3.898  1.042
H  -3.198  3.747  -2.249
H  1.431  1.990  1.445
H  -6.795  -1.857  2.010
H  -2.681  2.734  0.047
H  -4.812  0.219  1.517
H  -2.109  -1.569  -0.617
H  0.483  -6.777  -4.360
H  0.475  4.203  -3.572
H  -0.343  -6.746  -2.766
H  0.712  1.016  5.150
H  -0.965  2.303  2.935
H  0.063  1.623  -3.424
H  -4.241  -3.825  1.321
H  3.086  -3.310  2.118
H  -3.039  -2.854  2.064
H  -5.241  3.561  -0.323
H  0.721  -4.350  1.799
H  3.176  2.167  -3.754
H  -0.174  -3.863  0.362
H  -0.197  -2.794  1.762
H  0.027  -4.200  -4.303
H  -1.133  -6.347  -4.309
H  2.804  5.268  2.496
H  2.297  3.954  3.536
H  2.296  1.901  2.799
H  -2.204  -3.280  -0.167

Computed properties:
- frontier orbital gap (alpha / beta) (eV) = 3.323 / 3.822
- E_LUMO (alpha / beta) (eV) = -12.63 / -12.13
- net charge = +3
- 2S+1 = 2
- expectation value of S² = 1.77

The following is a DFT calculation (ωB97M-V with the def2-TZVPD basis set) of a 2-piece molecular cluster, C8H15N3O overall.

CARTESIAN COORDINATES (ANGSTROEM)
O  -4.004  1.058  -0.037
N  -1.942  -2.411  -0.115
N  -1.453  0.284  -0.189
N  -2.910  -1.666  -0.124
C  0.453  0.540  1.960
C  -0.177  -0.568  -0.227
C  -0.611  -1.994  0.203
C  -2.584  -0.340  -0.089
C  0.454  -0.514  -1.612
C  2.261  -0.375  0.521
C  0.863  -0.095  0.758
C  -1.513  1.715  -0.238
H  -2.257  1.981  -1.018
H  0.112  -2.764  -0.357
H  0.165  1.633  1.561
H  -0.511  0.236  2.548
H  0.764  0.608  -1.925
H  2.768  -0.442  1.443
H  1.289  -1.263  -1.641
H  -4.843  0.572  0.230
H  -0.491  2.093  -0.580
H  -0.310  -0.842  -2.265
H  -0.451  -2.101  1.197
H  -1.808  2.086  0.673
H  2.803  0.491  -0.001
H  1.135  0.909  2.732
H  2.705  -1.152  -0.203

Computed properties:
- frontier orbital gap (eV) = 7.916
- E_LUMO (eV) = -10.58
- net charge = +2
- 2S+1 = 1

The following is a DFT calculation (ωB97M-V with the def2-TZVPD basis set) of one molecule with the formula C3H5N3.

CARTESIAN COORDINATES (ANGSTROEM)
N  0.824  -1.326  -0.105
N  -0.211  1.858  0.289
N  -1.708  1.550  -0.260
C  -0.594  0.732  -0.071
C  1.863  -0.605  -0.145
C  -0.477  -0.731  0.009
H  1.937  0.475  0.083
H  -1.015  -0.997  0.938
H  -2.306  1.316  0.562
H  -1.071  -1.149  -0.812
H  2.758  -1.125  -0.488

Computed properties:
- frontier orbital gap (eV) = 10.543
- E_LUMO (eV) = 0.75
- SMILES string = C=NCC1=NN1
- 2S+1 = 1

The following is a DFT calculation (ωB97M-V with the def2-TZVPD basis set) of an isolated ion of composition C6H13N3S and charge +2.

CARTESIAN COORDINATES (ANGSTROEM)
S  -1.895  0.644  -1.934
N  -0.376  0.351  -2.670
N  1.241  -0.691  -1.079
N  -1.592  -0.183  -0.604
C  1.531  -1.111  1.307
C  -0.364  1.688  0.451
C  -0.557  0.168  0.377
C  0.708  -0.520  0.173
C  0.822  -0.111  -2.304
C  -1.249  -0.254  1.691
H  -1.749  -1.183  -0.776
H  -2.169  0.206  1.674
H  0.290  1.671  1.305
H  -1.487  -1.314  1.719
H  -0.365  0.874  -3.487
H  -0.838  -0.135  2.695
H  0.094  2.239  -0.310
H  -1.175  2.266  0.809
H  1.029  -1.900  1.927
H  1.603  -0.275  2.064
H  2.268  -1.053  -1.045
H  1.677  -0.029  -2.967
H  2.555  -1.350  0.983

Computed properties:
- frontier orbital gap (alpha / beta) (eV) = 7.550 / 7.134
- E_LUMO (alpha / beta) (eV) = -8.51 / -12.58
- net charge = +2
- 2S+1 = 3
- expectation value of S² = 2.02

The following is a DFT calculation (ωB97M-V with the def2-TZVPD basis set) of one molecule with the formula C3H3Br3O.

CARTESIAN COORDINATES (ANGSTROEM)
Br  -0.468  2.254  0.008
Br  2.387  0.775  -1.411
Br  1.084  -2.028  0.015
O  -2.512  -0.679  0.328
C  1.195  -0.101  -0.189
C  -0.160  0.376  -0.434
C  -1.410  -0.461  0.725
H  1.490  0.314  0.690
H  -0.915  -0.648  1.659
H  -0.691  0.197  -1.391

Computed properties:
- frontier orbital gap (eV) = 9.570
- E_LUMO (eV) = 0.05
- SMILES string = O=C[C@@H](Br)C(Br)Br
- 2S+1 = 1

The following is a DFT calculation (ωB97M-V with the def2-TZVPD basis set) of a 2-piece molecular cluster, C12H21OP overall.

CARTESIAN COORDINATES (ANGSTROEM)
P  -0.199  -1.167  -0.627
O  0.735  0.126  -0.422
C  0.657  3.210  -2.482
C  0.723  -3.177  2.877
C  -0.001  2.130  -2.863
C  -1.154  -1.792  1.747
C  2.091  -2.627  -0.003
C  -2.671  -0.101  0.323
C  0.757  -2.225  0.501
C  -0.163  4.480  -2.122
C  2.176  3.134  -2.103
C  -1.465  -0.961  0.747
C  -2.172  -2.112  2.850
C  0.111  -2.455  1.674
H  2.332  2.565  -1.186
H  -0.321  4.703  -1.077
H  -1.056  1.831  -3.116
H  -2.329  -3.078  2.951
H  0.502  1.242  -3.147
H  2.741  2.754  -2.893
H  1.548  -3.724  2.562
H  2.384  -3.739  0.081
H  -1.775  -1.821  3.794
H  0.899  -2.348  3.545
H  0.460  5.267  -2.284
H  -2.957  -1.518  2.758
H  -3.094  -0.507  -0.522
H  2.675  4.077  -1.945
H  -0.030  -3.704  3.384
H  -3.416  -0.094  1.163
H  -1.133  4.466  -2.622
H  0.474  0.806  -0.954
H  2.091  -2.496  -1.027
H  2.830  -1.960  0.391
H  -2.248  0.812  0.047

Computed properties:
- frontier orbital gap (eV) = 8.412
- E_LUMO (eV) = 0.72
- SMILES string = CC1=C(C)C(C)=P(O)=C1C.C=C(C)C
- 2S+1 = 1

The following is a DFT calculation (ωB97M-V with the def2-TZVPD basis set) of one molecule with the formula C14H18BrN3OS.

CARTESIAN COORDINATES (ANGSTROEM)
Br  6.488  -0.314  -0.198
S  -1.498  2.507  -0.412
O  1.357  -1.229  -1.909
N  1.012  2.202  0.095
N  0.067  0.472  -1.153
N  -2.084  -0.911  0.435
C  2.436  0.454  -0.646
C  -1.562  -1.362  -0.843
C  -3.535  -0.972  0.511
C  -1.446  -1.545  1.577
C  3.694  -0.136  -0.722
C  4.763  0.476  -0.101
C  1.282  -0.190  -1.291
C  4.602  1.669  0.599
C  -1.090  -0.195  -1.727
C  3.358  2.257  0.677
C  2.264  1.654  0.054
C  -0.092  1.661  -0.501
C  -0.023  -1.040  1.799
C  -4.220  -0.034  -0.474
H  -0.716  -2.037  -0.695
H  -1.880  0.545  -1.839
H  -2.323  -1.915  -1.409
H  -1.435  -2.645  1.483
H  -5.288  -0.017  -0.270
H  -2.034  -1.295  2.463
H  -3.901  -2.004  0.352
H  -0.026  0.044  1.875
H  -3.829  0.972  -0.360
H  0.862  3.083  0.570
H  3.225  3.182  1.217
H  3.802  -1.061  -1.267
H  -4.078  -0.357  -1.502
H  0.640  -1.337  0.990
H  5.452  2.130  1.077
H  0.370  -1.453  2.725
H  -3.820  -0.670  1.522
H  -0.794  -0.589  -2.701

Computed properties:
- frontier orbital gap (eV) = 8.048
- E_LUMO (eV) = -0.09
- SMILES string = CCN(CC)CCn1c(=S)[nH]c2ccc(Br)cc2c1=O
- 2S+1 = 1

The following is a DFT calculation (ωB97M-V with the def2-TZVPD basis set) of one molecule with the formula C23H27N3O3S.

CARTESIAN COORDINATES (ANGSTROEM)
S  -4.733  -4.281  -0.229
O  1.360  2.505  1.346
O  7.233  -1.872  -1.090
O  -1.997  0.529  -1.196
N  -0.873  1.502  0.530
N  2.573  0.621  1.075
N  5.731  0.256  0.063
C  -1.846  1.462  -0.433
C  -3.380  2.967  -1.643
C  -2.388  -1.178  0.919
C  4.750  1.326  0.100
C  6.738  0.498  -0.960
C  -3.497  -1.979  0.746
C  0.163  0.583  0.700
C  -6.195  -3.298  0.211
C  7.801  -0.598  -0.897
C  1.419  1.317  1.059
C  -1.136  -1.560  0.437
C  -2.722  2.667  -0.453
C  -4.214  4.065  -1.724
C  -2.931  3.470  0.664
C  6.252  -2.117  -0.114
C  5.147  -1.059  -0.142
C  0.058  -0.758  0.613
C  -2.133  -3.601  -0.386
C  3.845  1.254  1.338
C  -1.029  -2.805  -0.193
C  -4.410  4.868  -0.612
C  -3.383  -3.188  0.072
C  -3.774  4.564  0.581
H  -5.062  5.726  -0.672
H  6.291  0.508  -1.970
H  -0.596  2.415  0.889
H  5.842  -3.105  -0.330
H  7.205  1.466  -0.772
H  8.302  -0.558  0.082
H  -2.492  -0.254  1.466
H  -0.067  -3.134  -0.561
H  8.538  -0.466  -1.691
H  0.965  -1.344  0.676
H  2.582  -0.327  0.738
H  -4.445  -1.648  1.139
H  -7.051  -3.891  -0.098
H  4.610  -1.117  -1.106
H  -3.220  2.322  -2.494
H  -6.178  -2.359  -0.333
H  3.605  2.262  1.681
H  -2.459  3.236  1.607
H  -6.230  -3.134  1.284
H  6.714  -2.122  0.885
H  4.370  0.720  2.135
H  -4.715  4.295  -2.653
H  4.452  -1.274  0.672
H  -3.937  5.182  1.451
H  -2.048  -4.550  -0.894
H  4.119  1.342  -0.807
H  5.309  2.263  0.133

Computed properties:
- frontier orbital gap (eV) = 7.811
- E_LUMO (eV) = 0.20
- SMILES string = CSc1ccc(/C=C(\NC(=O)c2ccccc2)C(=O)NCCN2CCOCC2)cc1
- 2S+1 = 1

The following is a DFT calculation (ωB97M-V with the def2-TZVPD basis set) of C20H21BaCl2N3S as an isolated structure.

CARTESIAN COORDINATES (ANGSTROEM)
Ba  -0.521  0.434  -0.734
Cl  -1.910  0.416  5.138
Cl  -3.484  -0.535  -0.031
S  -1.015  -0.192  2.115
N  2.493  0.618  -1.088
N  0.478  -2.690  -3.341
N  -0.097  -2.615  -1.098
C  -0.417  -3.249  0.048
C  0.142  -3.363  -2.174
C  1.885  3.031  -1.081
C  0.519  4.990  0.313
C  -0.143  3.875  -0.205
C  -5.447  0.147  3.355
C  0.031  -4.756  -2.167
C  -3.783  -0.193  1.689
C  -3.105  0.205  3.895
C  -5.119  -0.103  2.036
C  -0.302  -5.381  -0.987
C  3.154  0.649  0.215
C  -2.704  -0.054  2.571
C  3.064  -0.441  -1.909
C  2.634  1.921  -1.782
C  1.884  5.124  0.112
C  -4.431  0.302  4.283
C  0.494  2.861  -0.936
C  2.572  4.130  -0.580
C  -0.524  -4.618  0.155
H  3.019  -0.308  0.722
H  2.949  -1.409  -1.417
H  -6.484  0.222  3.656
H  -4.656  0.503  5.321
H  -1.217  3.811  -0.010
H  -0.386  -6.461  -0.954
H  3.646  4.217  -0.720
H  -0.616  -2.605  0.900
H  0.902  -3.248  -4.064
H  -0.020  5.749  0.870
H  0.958  -1.817  -3.203
H  2.417  5.983  0.499
H  -0.782  -5.067  1.103
H  0.213  -5.322  -3.072
H  4.232  0.839  0.108
H  3.704  2.161  -1.895
H  -5.882  -0.227  1.280
H  2.726  1.439  0.832
H  2.561  -0.476  -2.879
H  4.135  -0.282  -2.105
H  2.229  1.784  -2.789

Computed properties:
- frontier orbital gap (eV) = 7.067
- E_LUMO (eV) = -0.20
- 2S+1 = 1

The following is a DFT calculation (ωB97M-V with the def2-TZVPD basis set) of a 2-piece molecular cluster, C3H3IN2O2S overall.

CARTESIAN COORDINATES (ANGSTROEM)
I  0.854  1.052  3.292
S  2.216  -0.574  2.083
O  2.875  0.082  0.985
O  -0.079  -0.398  0.515
N  -1.206  -1.305  -1.070
N  -0.884  -2.331  -0.204
C  -0.729  1.114  -1.339
C  -0.213  -1.778  0.726
C  -0.679  -0.185  -0.648
H  -1.243  1.859  -0.693
H  0.248  1.417  -1.426
H  -1.161  1.047  -2.221

Computed properties:
- frontier orbital gap (alpha / beta) (eV) = 8.104 / 7.370
- E_LUMO (alpha / beta) (eV) = -1.00 / -2.91
- 2S+1 = 3
- expectation value of S² = 2.02

The following is a DFT calculation (ωB97M-V with the def2-TZVPD basis set) of a 16-piece molecular cluster, H32O16 overall.

CARTESIAN COORDINATES (ANGSTROEM)
O  0.655  5.298  1.906
O  -1.069  -0.732  0.958
O  -1.437  0.848  4.177
O  4.079  -0.865  -0.222
O  1.535  1.005  -1.127
O  1.854  -1.378  -4.390
O  -2.858  3.558  0.588
O  -1.068  -1.023  -1.869
O  2.321  -3.551  -1.901
O  1.985  -4.998  1.718
O  -3.551  0.792  1.728
O  -0.479  2.297  0.466
O  1.553  -0.758  2.429
O  0.706  -2.587  0.125
O  -3.776  1.490  -0.933
O  -0.410  0.611  -3.898
H  -4.515  0.843  1.766
H  1.331  -1.823  -3.718
H  0.719  -0.716  2.896
H  -3.450  -0.094  1.349
H  -0.858  -1.138  0.110
H  -1.468  0.119  0.775
H  -0.541  0.173  -4.743
H  -3.238  3.178  1.376
H  -1.460  0.424  3.327
H  -3.520  3.569  -0.107
H  4.725  -1.269  0.347
H  2.240  -4.493  -2.078
H  2.719  -1.140  -4.054
H  1.019  -2.579  1.037
H  -1.746  -0.776  -1.247
H  2.551  -4.333  2.140
H  0.538  0.711  -3.749
H  1.014  -1.762  -0.248
H  0.780  4.622  1.229
H  1.800  0.207  -0.654
H  -3.225  1.185  -1.666
H  -3.274  1.210  -0.183
H  1.684  -3.435  -1.189
H  1.554  5.655  1.878
H  -0.501  3.162  0.847
H  2.167  -0.126  2.808
H  1.124  1.475  -0.389
H  3.236  -1.294  -0.053
H  2.541  -5.064  0.934
H  -1.087  2.065  -0.232
H  -0.937  -0.450  -2.652
H  -1.346  1.771  3.972

Computed properties:
- frontier orbital gap (eV) = 11.028
- E_LUMO (eV) = -0.09
- 2S+1 = 1

Number 1: molecular weight 626.8 Da. Number 2: molecular weight 169.2 Da. Number 3: molecular weight 83.1 Da. Number 4: molecular weight 159.3 Da. Number 5: molecular weight 294.8 Da. Number 6: molecular weight 212.3 Da. Number 7: molecular weight 356.3 Da. Number 8: molecular weight 425.6 Da. Number 9: molecular weight 543.7 Da. Number 10: molecular weight 258.0 Da. Number 11: molecular weight 288.2 Da.